C40H84F12MgN2O26S4 | the ωB97M-V functional and the def2-TZVPD basis

Each line ends with the Löwdin spin population.
Cartesian coordinates (Å):
Mg  16.284  -17.243  -19.788  0.02
C  19.662  -17.810  -22.514  0.21
F  18.908  -17.391  -23.492  0.04
F  20.696  -18.520  -23.063  0.04
F  20.154  -16.769  -21.877  0.01
S  18.720  -19.005  -21.183  0.28
O  17.457  -19.469  -21.806  0.00
O  19.620  -20.098  -20.809  0.09
N  17.957  -17.991  -19.872  0.23
S  19.246  -17.686  -18.947  0.03
O  20.637  -17.661  -19.611  0.00
O  19.077  -16.557  -18.056  0.02
C  19.311  -19.387  -17.826  0.00
F  18.531  -20.357  -18.244  0.00
F  20.589  -19.823  -17.802  0.00
F  18.991  -19.048  -16.539  0.00
C  15.422  -13.462  -18.304  0.00
F  16.676  -13.408  -17.873  0.00
F  14.828  -12.472  -17.710  0.00
F  15.321  -13.115  -19.575  0.00
S  14.481  -15.120  -18.050  0.00
O  13.801  -15.056  -16.775  0.00
O  13.596  -15.138  -19.204  0.00
N  15.644  -16.481  -18.262  0.01
S  15.705  -17.202  -16.869  0.00
O  16.413  -18.439  -16.990  0.01
O  16.315  -16.318  -15.837  0.00
C  13.921  -17.853  -16.432  0.00
F  13.774  -17.435  -15.229  0.00
F  12.967  -17.464  -17.302  0.00
F  13.894  -19.158  -16.364  0.00
C  7.339  -17.148  -18.945  0.00
O  8.365  -16.604  -19.700  0.00
C  9.771  -16.936  -19.384  0.00
C  10.120  -18.461  -19.510  0.00
O  9.742  -18.903  -20.771  0.00
C  9.667  -20.336  -21.102  0.00
C  11.066  -20.948  -21.460  0.00
O  11.973  -20.891  -20.373  0.00
C  12.010  -21.940  -19.511  0.00
H  6.404  -16.589  -18.983  0.00
H  7.608  -17.025  -17.895  0.00
H  6.983  -18.157  -19.156  0.00
H  9.953  -16.717  -18.332  0.00
H  10.479  -16.342  -19.962  0.00
H  9.552  -19.053  -18.793  0.00
H  11.196  -18.552  -19.363  0.00
H  8.995  -20.356  -21.960  0.00
H  9.176  -20.851  -20.276  0.00
H  11.524  -20.345  -22.244  0.00
H  10.907  -21.962  -21.827  0.00
H  12.662  -21.762  -18.655  0.00
H  12.153  -22.897  -20.014  0.00
H  11.012  -22.049  -19.087  0.00
C  19.169  -6.855  -11.724  0.00
O  17.873  -7.404  -11.687  0.00
C  17.371  -8.141  -12.785  0.00
C  15.861  -8.603  -12.685  0.00
O  15.541  -9.386  -11.495  0.00
C  16.073  -10.633  -11.265  0.00
C  15.355  -11.814  -11.985  0.00
O  15.287  -11.798  -13.439  0.00
C  14.900  -12.990  -14.130  0.00
H  19.172  -6.168  -10.878  0.00
H  19.476  -6.391  -12.662  0.00
H  19.810  -7.703  -11.486  0.00
H  18.028  -8.931  -13.150  0.00
H  17.264  -7.432  -13.606  0.00
H  15.583  -9.177  -13.569  0.00
H  15.394  -7.618  -12.672  0.00
H  15.833  -10.795  -10.214  0.00
H  17.157  -10.598  -11.370  0.00
H  14.359  -11.818  -11.541  0.00
H  15.891  -12.688  -11.614  0.00
H  15.075  -13.044  -15.205  0.00
H  13.817  -13.108  -14.127  0.00
H  15.280  -13.874  -13.618  0.00
C  16.532  -21.777  -15.714  0.00
O  16.473  -21.342  -14.364  0.00
C  15.800  -22.092  -13.480  0.00
C  16.403  -21.946  -12.120  0.00
O  16.064  -20.666  -11.745  0.00
C  16.508  -20.395  -10.407  0.00
C  15.589  -19.336  -9.902  0.00
O  15.803  -17.931  -10.372  0.00
C  16.216  -17.843  -11.720  0.00
H  17.237  -21.120  -16.223  0.00
H  15.663  -21.731  -16.371  0.00
H  17.047  -22.728  -15.853  0.00
H  15.994  -23.158  -13.606  0.00
H  14.749  -21.820  -13.386  0.00
H  17.493  -21.935  -12.110  0.00
H  16.042  -22.725  -11.449  0.00
H  17.540  -20.049  -10.470  0.00
H  16.587  -21.326  -9.845  0.00
H  15.839  -19.288  -8.842  0.00
H  14.539  -19.551  -10.100  0.00
H  17.269  -18.126  -11.707  0.00
H  16.279  -16.803  -12.042  0.00
H  15.740  -18.425  -12.509  0.00
C  14.887  -20.139  -19.460  0.00
O  14.917  -18.736  -19.850  0.00
C  13.843  -18.226  -20.649  0.00
C  14.473  -17.419  -21.776  0.00
O  15.309  -16.416  -21.258  0.00
C  15.749  -15.662  -22.394  0.00
C  16.773  -14.622  -21.828  0.00
O  17.429  -15.093  -20.715  0.00
C  18.493  -14.241  -20.254  0.00
H  14.849  -20.883  -20.257  0.00
H  14.086  -20.341  -18.748  0.00
H  15.804  -20.406  -18.934  0.00
H  13.194  -17.492  -20.172  0.00
H  13.286  -19.062  -21.073  0.00
H  13.699  -17.124  -22.484  0.00
H  15.091  -18.106  -22.353  0.00
H  15.009  -15.002  -22.847  0.00
H  16.210  -16.252  -23.186  0.00
H  16.367  -13.623  -21.669  0.00
H  17.660  -14.634  -22.461  0.00
H  18.558  -13.237  -20.672  0.00
H  19.458  -14.731  -20.383  0.00
H  18.592  -14.150  -19.172  0.00
C  8.465  -4.949  -18.154  0.00
O  9.553  -5.112  -17.194  0.00
C  10.872  -5.385  -17.592  0.00
C  11.060  -6.633  -18.434  0.00
O  10.499  -6.524  -19.758  0.00
C  10.018  -7.758  -20.350  0.00
C  11.151  -8.731  -20.535  0.00
O  11.883  -9.230  -19.415  0.00
C  12.699  -10.396  -19.513  0.00
H  8.554  -4.020  -18.716  0.00
H  7.507  -4.929  -17.633  0.00
H  8.439  -5.719  -18.925  0.00
H  11.520  -5.282  -16.721  0.00
H  11.182  -4.558  -18.231  0.00
H  10.648  -7.533  -17.979  0.00
H  12.108  -6.912  -18.546  0.00
H  9.653  -7.397  -21.312  0.00
H  9.212  -8.072  -19.686  0.00
H  11.844  -8.316  -21.267  0.00
H  10.621  -9.593  -20.940  0.00
H  12.063  -11.262  -19.701  0.00
H  13.221  -10.526  -18.565  0.00
H  13.395  -10.387  -20.351  0.00
C  10.473  -20.698  -15.158  0.00
O  10.581  -20.399  -13.802  0.00
C  11.942  -20.657  -13.423  0.00
C  12.132  -20.032  -12.034  0.00
O  10.904  -20.170  -11.327  0.00
C  10.858  -19.730  -9.930  0.00
C  9.672  -20.562  -9.356  0.00
O  8.497  -20.397  -10.191  0.00
C  7.424  -20.968  -9.434  0.00
H  10.902  -21.685  -15.328  0.00
H  11.026  -20.017  -15.805  0.00
H  9.423  -20.734  -15.447  0.00
H  12.578  -20.266  -14.217  0.00
H  12.148  -21.724  -13.504  0.00
H  12.416  -18.983  -11.951  0.00
H  13.044  -20.477  -11.635  0.00
H  10.682  -18.659  -10.033  0.00
H  11.744  -19.909  -9.320  0.00
H  9.331  -20.140  -8.411  0.00
H  9.994  -21.599  -9.260  0.00
H  6.979  -20.287  -8.710  0.00
H  7.637  -21.879  -8.874  0.00
H  6.645  -21.157  -10.172  0.00

Cartesian forces (eV/Å) of the 2 atoms listed first:
0.91 -0.63 -1.92
1.11 -2.54 -0.17

Its largest force on an atom is 6.91 eV/Å. The multiplicity is 2. As for the expectation value of S²: 0.756. The total charge is -1. The electronic energy comes out at -180435.833 eV. As for the LUMO energy (alpha / beta): 1.728 / 1.723 eV. The calculation puts the HOMO-LUMO gap (alpha / beta) at 3.342 / 8.191 eV.